This record from OMol25 describes a cluster of 2 separate species, C6H9BrN3 in total at a distorted geometry. The level of theory is ωB97M-V/def2-TZVPD.

Properties
Net charge: +1
HOMO level, hartree: -0.49789
Calculated total energy, Eh: -2971.9721
LUMO level, eV: -4.1
Gap between HOMO and LUMO, eV: 9.41

Geometry as XYZ:
```
19
Properties=species:S:1:pos:R:3:forces:R:3:mulliken_charge:R:1
C -1.124 0.799 -2.571 0.46 -2.64 1.04 -0.23
C -0.518 -0.408 -2.191 -1.17 -0.71 -1.33 -0.58
C -1.142 1.842 -1.737 2.92 0.72 2.01 -0.68
C 0.141 -0.423 -1.043 2.56 -2.84 1.40 0.19
C -0.309 1.791 -0.592 -1.37 0.30 0.09 0.64
C 0.199 -1.763 2.804 0.05 -0.95 1.48 -0.27
N 0.226 0.600 -0.220 0.00 3.58 0.99 0.38
N 1.176 -1.945 2.073 2.28 -0.72 -3.03 -0.51
N 0.773 0.531 1.012 0.96 1.09 1.43 -0.74
Br -0.062 3.301 0.552 -0.32 -0.72 -0.83 -0.10
H -1.605 0.866 -3.454 -1.62 0.15 -2.86 0.50
H -0.579 -1.437 -2.617 -0.04 1.48 -0.60 0.33
H -1.481 2.775 -2.050 -0.87 1.36 -0.24 0.42
H 0.803 -1.280 -0.796 -0.91 0.55 0.26 0.33
H -0.293 -2.617 3.173 -1.46 -0.75 0.58 0.30
H 0.052 -0.806 3.252 -0.49 0.73 0.06 0.25
H 1.251 -0.326 1.285 0.16 -0.62 -0.31 0.32
H 1.346 -2.912 1.676 -0.49 1.23 1.12 0.23
H 1.146 1.414 1.444 -0.65 -1.24 -1.25 0.18
```
Forces are in eV/Å.